# 1
Formula: C9H21Br4Cl2NO
Source: the OMol25 dataset
Level of theory: ωB97M-V with the def2-TZVPD basis set

SMILES = COC[C@H](C)N.BrCCBr.BrCCBr.ClCCl
E = -11701.8837 Ha

```
! wB97M-V def2-TZVPD RIJCOSX def2/J DEFGRID3
* xyz 0 1
H -1.48 -0.05 -3.43
C -2.78 -3.15 0.87
Cl -3.39 -1.52 0.48
Cl -3.47 -3.62 2.52
H -4.72 -0.75 2.82
C 0.33 0.11 0.27
H 1.84 0.82 1.51
Br 4.40 2.61 -0.97
H -1.69 -3.22 0.90
H 3.94 1.80 -3.33
H -0.79 1.56 -3.89
H -0.77 -1.28 1.43
Br -6.66 0.12 3.86
H -3.21 -3.78 0.09
H 2.03 1.40 -0.14
H 5.66 0.11 -2.42
N 0.16 -1.10 1.07
C 1.75 0.53 0.46
H 6.82 1.38 -2.34
Br 6.34 0.41 -4.79
C 0.00 -0.20 -1.23
C -4.80 -0.42 3.85
H 2.52 -0.23 0.36
O -0.16 0.95 -2.11
C -0.61 0.61 -3.39
H -4.02 1.72 3.76
C -3.72 0.73 4.11
H -4.55 -1.22 4.56
Br -1.98 0.31 3.29
H 0.82 -1.12 1.83
H -0.22 0.99 0.61
H 5.04 3.02 -3.45
H -3.49 0.75 5.17
C 5.96 1.04 -2.91
H 0.31 0.26 -3.85
C 4.90 2.10 -2.90
H -0.98 -0.66 -1.12
H 0.65 -1.02 -1.53
*
```

Atom charges from the natural (NBO) analysis, given in e for atoms 1 to 8: H 0.172; C -0.360; Cl -0.032; Cl -0.065; H 0.234; C -0.068; H 0.198; Br -0.054

---

# 2
Formula: C9H21ClGaO6
Source: the OMol25 dataset
Level of theory: ωB97M-V with the def2-TZVPD basis set

E = -3191.8768 Ha

```
! wB97M-V def2-TZVPD RIJCOSX def2/J DEFGRID3
* xyz -1 1
H 1.69 2.63 2.23
H -0.22 1.78 -0.48
H -2.83 -1.14 -0.73
Cl -2.65 2.57 -0.85
H -0.57 1.61 3.60
C -2.92 -0.15 -0.27
O 2.67 1.17 -2.72
C 3.18 0.36 -1.74
O -0.04 -3.33 1.49
O -4.30 -0.30 -3.06
C -0.05 1.37 2.64
O 1.29 -3.62 1.24
H 2.33 -1.47 -0.33
H -0.52 2.03 1.88
H -3.98 0.14 -0.41
H -4.84 -0.95 -3.53
H 2.10 1.50 -0.21
C 2.19 -0.66 0.41
C -0.57 -2.48 0.45
H 1.41 -3.73 0.28
C 2.78 0.64 -0.30
Ga 0.12 -0.54 0.63
H -2.70 -0.14 0.81
H -1.67 -2.58 0.57
H 2.64 0.61 -3.52
H -2.21 0.64 -2.17
H 2.14 0.92 2.71
H 0.04 0.58 -1.75
H -4.76 0.53 -3.19
O 3.93 -0.53 -2.04
H 3.70 0.90 0.26
H -0.35 -2.91 -0.56
C -2.06 0.83 -1.09
H 2.70 -0.86 1.35
O -0.24 0.00 2.40
C -0.52 0.77 -0.82
C 1.46 1.77 2.89
H 1.60 2.06 3.94
*
```

Atom charges from the natural (NBO) analysis, given in e for atoms 1 to 8: H 0.191; H 0.227; H 0.217; Cl -0.174; H 0.138; C -0.634; O -0.708; C 0.802

---

# 3
Formula: C9H21ClHfIO3P2
Source: the OMol25 dataset
Level of theory: ωB97M-V with the def2-TZVPD basis set

E = -2068.8794 Ha

```
! wB97M-V def2-TZVPD RIJCOSX def2/J DEFGRID3
* xyz 3 1
C -1.38 0.91 3.76
H -1.43 1.70 2.99
H 1.68 1.23 4.55
C 1.57 0.80 3.54
I 0.09 2.80 0.83
P 0.10 0.72 -2.26
H -0.42 3.10 -2.32
C 0.10 -1.47 4.63
H 1.54 1.61 2.79
C 1.96 0.23 0.07
H 0.14 -1.34 -3.53
O -0.10 -0.73 2.04
H -0.36 0.10 -4.50
H -2.27 0.27 3.68
C -1.01 -2.95 -0.94
H -0.69 -3.97 -1.18
H -1.32 1.36 4.76
H 2.42 0.38 -2.79
H -1.65 -2.98 -0.03
C 0.14 -2.04 -0.70
P 0.05 -0.12 3.48
H -1.63 -2.56 -1.76
H 2.40 0.11 3.32
H -1.52 -0.69 -3.37
C -0.47 -0.43 -3.55
O 3.11 0.29 0.15
Hf -0.39 0.15 0.24
H -1.89 2.13 -2.17
Cl -2.73 0.12 -0.02
H -0.83 -2.05 4.53
C 1.73 1.23 -2.85
H 0.97 -2.10 4.39
C -0.92 2.19 -2.66
H -1.05 2.21 -3.74
O 1.32 -2.31 -0.64
H 0.19 -1.08 5.65
H 2.11 2.04 -2.23
H 1.61 1.56 -3.89
*
```

Atom charges from the natural (NBO) analysis, given in e for atoms 1 to 8: C -1.010; H 0.263; H 0.314; C -1.026; I 0.150; P 0.930; H 0.277; C -1.010

---

# 4
Formula: C9H21ClHfIO3P2
Source: the OMol25 dataset
Level of theory: ωB97M-V with the def2-TZVPD basis set

E = -2068.8254 Ha

```
! wB97M-V def2-TZVPD RIJCOSX def2/J DEFGRID3
* xyz 3 1
O -0.64 -0.52 2.72
H -1.35 -3.86 -2.05
H -2.10 2.88 -2.24
Hf 0.36 -0.02 -0.97
H 1.41 3.81 0.63
H 1.86 3.68 -1.10
H -1.21 -2.83 1.91
H 2.84 0.68 1.48
H -2.41 3.12 0.55
H -2.29 -2.83 0.51
H 0.37 -4.30 -2.28
P -0.06 -3.40 -0.10
H -1.37 4.56 0.30
C -0.48 -4.35 -1.57
H -0.97 3.37 1.59
C 1.05 3.86 -0.40
H -0.74 -5.42 -1.39
C 1.28 -4.22 0.75
C 0.81 1.28 1.87
O 0.80 2.16 2.72
C 1.96 1.02 0.90
C -0.22 0.19 1.81
Cl 1.09 0.25 -3.09
H 1.06 -5.29 0.86
H 0.62 4.85 -0.57
C -1.37 3.49 0.58
C -1.06 3.23 -2.15
O 0.38 -1.95 -0.54
H 1.42 -3.78 1.74
I -2.26 0.43 0.33
H -0.50 2.89 -3.03
H -1.80 -4.38 1.25
P -0.28 2.65 -0.63
H -1.06 4.32 -2.11
C -1.47 -3.36 0.99
H 1.83 0.02 0.25
H 2.31 1.89 0.30
H 2.21 -4.10 0.19
*
```

Atom charges from the natural (NBO) analysis, given in e for atoms 1 to 8: O -0.282; H 0.275; H 0.270; Hf 1.830; H 0.252; H 0.260; H 0.272; H 0.364

---

# 5
Formula: C9H21FIO2P2Ru
Source: the OMol25 dataset
Level of theory: ωB97M-V with the def2-TZVPD basis set

⟨S²⟩ = 6.03
E = -1679.7677 Ha

```
! wB97M-V def2-TZVPD RIJCOSX def2/J DEFGRID3
* xyz 3 5
H 4.04 -1.73 1.22
O 0.11 2.89 1.01
H 2.36 -2.35 1.42
P 2.39 -0.20 0.33
C -3.02 -1.29 1.49
H -4.07 -1.49 1.24
H 2.81 1.60 1.86
H -0.88 -1.22 -2.73
P -2.34 -0.06 0.33
H 2.98 0.18 -2.00
C 0.01 -0.59 -2.85
C 0.04 0.50 -1.79
H 2.95 -1.06 2.49
H -2.92 0.34 -1.99
H -2.66 1.76 1.87
C 3.00 -1.47 1.48
H 4.31 -0.63 -1.12
H -4.28 -0.40 -1.11
F -0.99 0.78 1.45
C 3.20 1.34 0.87
Ru 0.03 -0.02 0.23
C 3.22 -0.59 -1.26
H 0.86 -1.26 -2.73
H -2.77 2.32 0.18
H 0.02 -0.12 -3.84
I 0.02 -0.56 3.06
H -4.15 1.46 0.92
H -2.90 -1.39 -1.61
H 2.87 -1.56 -1.62
H -2.43 -2.21 1.43
H 2.95 2.15 0.18
H -2.94 -0.89 2.50
C -3.06 1.52 0.88
C 0.08 1.77 0.70
C -3.20 -0.41 -1.25
H 4.28 1.22 0.91
O 0.07 1.67 -2.13
*
```

Atom charges from the natural (NBO) analysis, given in e for atoms 1 to 8: H 0.311; O -0.311; H 0.268; P 1.279; C -0.951; H 0.319; H 0.269; H 0.283

---

# 6
Formula: C9H21N2O2
Source: the OMol25 dataset
Level of theory: ωB97M-V with the def2-TZVPD basis set

E = -615.1449 Ha

```
! wB97M-V def2-TZVPD RIJCOSX def2/J DEFGRID3
* xyz 1 1
N 0.73 -0.55 0.59
H 3.35 -1.30 1.52
H -3.91 -0.54 -2.00
H -5.20 0.63 0.51
H -3.92 1.79 0.91
H -2.17 1.16 -1.18
C 3.71 1.33 -0.72
H -4.45 1.59 -0.76
O -1.98 0.55 -0.45
O 1.07 -1.72 0.72
H 2.50 -0.68 -2.08
H 3.12 1.76 -1.54
C 1.61 0.50 0.33
C -3.20 -0.02 0.00
H -0.27 -0.30 0.43
H 1.67 2.47 0.25
H -3.82 -1.16 1.71
H 4.67 1.04 -1.13
N 1.13 1.65 0.51
H 3.97 -1.37 -1.38
H -2.51 -0.03 2.04
C -4.26 1.07 0.17
H -4.62 -1.51 -0.69
H 2.42 -1.89 -0.78
H 4.80 -0.51 0.91
H 3.88 2.09 0.04
H -2.95 -1.81 -1.21
C 2.96 -1.02 -1.15
C 3.75 -0.36 1.15
C -2.91 -0.73 1.32
H -2.19 -1.54 1.18
H 3.69 0.39 1.94
C 3.02 0.10 -0.12
C -3.71 -1.04 -1.05
*
```

Atom charges from the natural (NBO) analysis, given in e for atoms 1 to 8: N 0.135; H 0.224; H 0.213; H 0.229; H 0.219; H 0.491; C -0.613; H 0.212

---

# 7
Formula: C9H21N2Si
Source: the OMol25 dataset
Level of theory: ωB97M-V with the def2-TZVPD basis set

E = -754.1683 Ha

```
! wB97M-V def2-TZVPD RIJCOSX def2/J DEFGRID3
* xyz 1 1
H 4.24 -0.37 0.91
H -1.13 -2.37 -1.66
C -1.68 2.75 -1.23
H 2.37 -2.24 3.09
H 1.00 -2.90 -0.89
C -0.32 0.44 0.29
H -3.45 1.73 -0.39
C -2.29 1.78 -0.20
H -1.38 -0.10 -2.34
H -3.03 3.07 1.41
C 3.49 -0.14 0.18
H 0.70 -1.79 2.63
H 1.26 -3.23 1.90
H 2.86 -3.02 -0.96
H -1.26 3.56 -0.70
H -1.00 2.10 -1.78
H 3.29 0.88 0.30
C -1.60 -1.70 -1.01
H -0.02 1.38 0.68
H -2.45 1.61 1.98
N -1.58 0.58 -0.28
C 1.99 -2.40 -0.94
H -3.07 -0.30 -1.47
C -1.91 -0.31 -1.41
H 3.75 -0.40 -0.92
H 1.99 -1.65 -1.73
H -2.41 3.14 -1.92
Si 2.00 -1.32 0.69
C -2.16 2.35 1.28
C 1.59 -2.22 2.24
H -1.96 -2.27 -0.14
N 0.44 -0.53 0.19
H -1.13 2.82 1.54
*
```

Atom charges from the natural (NBO) analysis, given in e for atoms 1 to 8: H 0.243; H 0.200; C -0.628; H 0.283; H 0.206; C 0.332; H 0.231; C -0.047

---

# 8
Formula: C9H21N6O10S
Source: the OMol25 dataset
Level of theory: ωB97M-V with the def2-TZVPD basis set

E = -1834.3351 Ha

```
! wB97M-V def2-TZVPD RIJCOSX def2/J DEFGRID3
* xyz -1 1
O 8.19 -0.23 2.71
O -5.01 -1.00 3.03
N -3.55 -1.89 -1.70
H 1.51 -1.00 -0.43
N -2.19 0.49 0.84
O -4.06 -2.45 -0.74
C -6.57 -2.63 3.55
C 2.54 1.82 -1.06
C 6.81 0.31 0.93
H -2.30 -1.59 0.98
H -1.15 -0.81 2.10
H 1.90 1.19 -3.04
O -2.37 -1.80 -1.91
O 4.06 1.08 0.62
H 6.11 0.86 1.55
H -6.43 -3.25 4.43
H 2.25 4.17 0.43
C 2.00 0.76 -2.05
H -4.20 -0.19 -2.70
H -7.01 -3.22 2.74
O -3.22 0.70 0.22
O -4.44 -3.07 2.80
H -1.38 0.16 -2.21
H -2.93 -0.69 2.39
H 6.91 0.78 -0.04
S 1.83 4.42 -0.83
H -0.36 1.31 -3.09
C -0.58 0.88 -2.11
C 0.66 0.22 -1.57
H 6.47 -0.72 0.83
H 3.59 3.42 -1.72
N 0.57 -0.71 -0.70
C -4.46 -1.24 -2.68
H 2.69 -0.08 -2.10
O -1.20 1.18 0.80
H -4.26 -1.70 -3.65
N -5.22 -2.20 3.09
N 2.61 3.17 -1.72
H -5.48 -1.40 -2.37
C -2.13 -0.75 1.65
H -7.16 -1.75 3.76
H 1.87 1.88 -0.20
O 9.10 0.75 1.04
H -0.91 1.68 -1.45
N 8.14 0.27 1.61
C 3.95 1.41 -0.58
O 4.83 1.44 -1.46
*
```

Atom charges from the natural (NBO) analysis, given in e for atoms 1 to 8: O -0.415; O -0.372; N 0.539; H 0.334; N 0.547; O -0.394; C -0.484; C -0.169